[1]
64
Properties=species:S:1:pos:R:3 method="wB97M-V/def2-TZVPD" relative_energy_kcal_mol=10.6 e_lumo_ev=-6.61 charge=+2 homo_ev=-12.68
Al 0.7002 0.9146 1.2385
N 0.2170 -0.8128 2.3874
N 0.0100 -0.4288 3.7218
C 0.6404 0.6371 4.2333
N 0.4729 0.8981 5.5193
S 1.6445 1.6183 3.2671
H -0.7347 -1.1468 1.9778
H 0.8438 -1.6152 2.3736
H -0.5753 -1.0234 4.2927
H -0.1220 0.3464 6.1183
H 0.9206 1.7061 5.9219
O 5.6763 2.6687 -4.0412
N 5.4977 1.7786 -3.2495
O 6.1856 0.7874 -3.1350
C 4.3349 1.9221 -2.3241
C 3.6468 3.0751 -2.4358
C 2.5329 3.3495 -1.5808
C 1.7964 4.5480 -1.6161
C 0.7765 4.7382 -0.7160
C 0.4886 3.7323 0.2092
N 1.1554 2.5858 0.2376
C 2.1617 2.3927 -0.6457
C 2.8636 1.1413 -0.5668
N 2.3874 0.2620 0.3535
C 3.0409 -0.8726 0.5396
C 4.1723 -1.2077 -0.1967
C 4.6368 -0.3469 -1.1599
C 3.9815 0.8873 -1.3716
H 3.9600 3.8033 -3.1715
H 2.0413 5.3090 -2.3465
H 0.1958 5.6490 -0.7073
H -0.2886 3.8537 0.9534
H 2.6578 -1.5532 1.2870
H 4.6724 -2.1466 -0.0092
H 5.5023 -0.6038 -1.7462
Cl -1.1541 -2.7148 -3.6530
C -1.1390 -3.4151 -2.0693
C -0.5692 -4.6629 -1.8894
C -0.5441 -5.2379 -0.6262
C -1.0377 -4.5327 0.4582
C -1.5772 -3.2756 0.2559
Cl -2.0163 -2.3164 1.6612
C -1.7095 -2.6981 -1.0101
N -2.2676 -1.4481 -1.1844
C -3.5326 -1.0469 -0.7062
C -4.5737 -1.9592 -0.5836
C -5.8212 -1.5462 -0.1486
C -6.0442 -0.2127 0.1567
C -5.0028 0.6941 0.0450
C -3.7355 0.2943 -0.3692
C -2.6370 1.3568 -0.4024
C -1.3768 0.9822 0.3251
O -1.1291 1.4210 1.5063
O -0.4172 0.2999 -0.1714
H -0.1641 -5.1847 -2.7450
H -0.1250 -6.2239 -0.4860
H -0.9909 -4.9398 1.4592
H -1.9279 -0.9476 -1.9912
H -4.4061 -2.9921 -0.8639
H -6.6242 -2.2662 -0.0666
H -7.0181 0.1194 0.4878
H -5.1710 1.7320 0.3056
H -3.0276 2.2318 0.1125
H -2.3539 1.6426 -1.4195

***

[2]
82
Properties=species:S:1:pos:R:3 method="wB97M-V/def2-TZVPD" relative_energy_kcal_mol=5.0 e_lumo_ev=2.10 charge=-1 homo_ev=-3.13
Pd 0.8521 1.4825 -0.5090
C -1.0582 0.8106 3.9406
N -2.2009 0.9477 3.0592
C -2.2273 1.1379 1.7320
N -3.4683 1.0151 1.2865
C -4.1669 0.7367 2.4158
N -3.4456 0.6700 3.5114
C -0.3712 -0.5280 3.7982
C 0.6924 -0.8529 4.6349
C 1.3547 -2.0638 4.4965
C 0.9798 -2.9650 3.5101
C -0.0772 -2.6372 2.6720
C -0.7528 -1.4312 2.8262
C -0.4627 -3.5016 1.5615
N -0.1336 -4.7153 1.2786
N -0.7267 -5.0069 0.0530
C -1.3744 -3.9490 -0.2956
O -1.2657 -2.9585 0.6136
C -2.1274 -3.6687 -1.5157
C -2.2418 -4.6428 -2.5047
C -2.9166 -4.3448 -3.6741
C -3.4746 -3.0846 -3.8603
C -3.3700 -2.1143 -2.8745
C -3.9708 -0.7410 -3.0704
N -2.9924 0.3233 -3.0135
C -2.6106 1.0593 -1.9544
N -1.5994 1.8361 -2.2815
C -1.3899 1.5131 -3.5823
N -2.2042 0.6033 -4.0736
C -2.6922 -2.4121 -1.6997
H -1.4458 0.9282 4.9518
H -0.3522 1.6156 3.7360
H -1.3258 1.3273 1.1517
H -5.2335 0.5800 2.4305
H 1.0169 -0.1419 5.3861
H 2.1853 -2.2975 5.1501
H 1.5064 -3.8994 3.3696
H -1.5640 -1.1968 2.1526
H -1.7875 -5.6117 -2.3471
H -2.9989 -5.0909 -4.4537
H -3.9841 -2.8503 -4.7874
H -4.7102 -0.5345 -2.2949
H -4.4664 -0.6849 -4.0385
H -3.1006 1.0197 -0.9895
H -0.6132 1.9625 -4.1802
H -2.5738 -1.6541 -0.9334
C 2.3449 3.8879 -3.2521
P 2.3185 2.6001 -1.9225
C 3.7698 3.1999 -0.9627
C 3.1196 1.2288 -2.8813
C 3.1314 -0.0673 -2.0759
P 1.4398 -0.4996 -1.4260
C 0.7867 -1.3542 -2.9326
C 1.9442 -2.0223 -0.5090
H 3.3317 3.9797 -3.7175
H 2.0633 4.8515 -2.8252
H 1.6115 3.6365 -4.0203
H 4.6517 3.3670 -1.5893
H 3.9993 2.4720 -0.1835
H 3.4988 4.1299 -0.4600
H 4.1293 1.5105 -3.2028
H 2.5167 1.0963 -3.7873
H 3.7746 0.0453 -1.1969
H 3.5294 -0.9001 -2.6673
H 1.4759 -2.1220 -3.2987
H 0.6055 -0.6254 -3.7237
H -0.1725 -1.8227 -2.7027
H 2.6817 -2.6134 -1.0615
H 1.0690 -2.6500 -0.3406
H 2.3528 -1.7462 0.4644
N 2.4552 4.3769 6.3135
C 2.1602 3.9285 5.2934
C 1.7946 3.3706 4.0255
C 2.3975 2.1957 3.5666
C 2.0214 1.6546 2.3485
C 1.0490 2.2275 1.4935
C 0.4790 3.4177 2.0095
C 0.8246 3.9830 3.2265
H 3.1516 1.7126 4.1793
H 2.5043 0.7299 2.0439
H -0.2741 3.9343 1.4196
H 0.3529 4.8971 3.5706

***

So what do the calculations give for HOMO-LUMO gap? Going down the list: 6.07, 5.22 eV.